Here is C25H28F12GeHfNO9P2Se as an isolated structure in a non-equilibrium geometry from OMol25. Energies are from ωB97M-V/def2-TZVPD.

Properties
* energy above the lowest of the compared OMol25 structures with the same formula, charge and spin: 1.905 eV
* total charge: -1
* frontier orbital gap: 0.2613 hartree

XYZ file:
```
80
Properties=species:S:1:pos:R:3:forces:R:3
Hf -0.01990 -0.02280 0.07100 -1.1249 0.6914 1.2919
C 3.53200 5.21950 -0.12260 -0.0121 -0.1170 -0.0109
C 2.48360 4.23800 0.31460 -0.1406 -0.0569 -0.1863
C 2.56720 3.61240 1.55210 -0.1308 0.0104 0.0087
C 1.61780 2.70400 1.95740 0.0290 -0.1548 -0.1783
C 0.53940 2.34760 1.13030 0.3845 1.3261 -0.1761
N -0.41300 1.41860 1.50890 -0.0322 -0.0442 0.5431
C -0.72310 1.22490 2.82570 -0.4483 0.0234 0.8435
C -0.66470 2.28130 3.76010 -0.0077 -0.0986 -0.3371
C -0.99350 2.11190 5.08260 -0.0451 -0.2007 0.0506
C -1.42210 0.87970 5.55820 -0.0153 -0.0002 -0.0609
C -1.75750 0.67070 7.00530 -0.0627 -0.0271 -0.0981
C -1.58430 -0.14520 4.63860 0.1609 0.2959 0.1292
C -1.25190 -0.00340 3.29760 0.3142 0.0833 -0.1716
C -1.63680 -1.10230 2.31090 -0.7307 -0.4410 0.2189
O -0.83270 -1.33270 1.23790 -0.9539 -0.9859 1.8882
C -3.01760 -0.66140 1.72760 -0.6243 0.1982 -0.5150
F -3.86210 -0.09070 2.59370 0.1766 0.0151 0.2441
F -2.77890 0.25300 0.75440 -0.3134 -0.0666 0.3726
F -3.70970 -1.64990 1.14290 0.0540 -0.2910 0.0858
C -1.82470 -2.49520 2.97490 -0.2039 -0.6612 0.1770
F -1.84590 -3.46170 2.05530 0.0182 -0.0497 -0.2981
F -0.85360 -2.81620 3.83130 0.4350 0.2203 0.0668
F -2.98160 -2.63990 3.66100 -0.2683 0.3933 0.1053
C 0.49840 2.92760 -0.16320 -0.0868 -0.1426 0.4223
C 1.44570 3.87380 -0.53150 0.2517 -0.0291 0.2777
C -0.59820 2.49770 -1.13640 -0.5920 0.8016 -0.3450
O -1.01420 1.19730 -1.05110 -0.9424 1.8289 -1.2703
C -1.84460 3.37010 -0.84290 -0.5412 0.4684 0.3133
F -2.38000 3.04000 0.33430 0.0189 -0.0835 0.0980
F -1.59330 4.69130 -0.78300 0.3028 0.0676 -0.0090
F -2.81500 3.22580 -1.75760 -0.0779 -0.2564 -0.2880
C -0.21610 2.74630 -2.62300 -0.0233 0.1664 -0.9021
F -1.02220 2.06230 -3.43880 -0.2056 -0.2225 0.0285
F -0.34640 4.03700 -3.00860 -0.0415 0.3710 0.2683
F 1.02650 2.40510 -2.95180 0.2851 -0.1752 0.2052
H 3.98700 5.69900 0.74190 0.0605 0.0973 0.0013
H 3.11180 5.98410 -0.77250 -0.0070 0.0860 -0.0336
H 4.31950 4.70610 -0.67660 0.0802 0.0369 -0.0356
H 3.39560 3.84180 2.20650 0.1033 0.0333 0.1191
H 1.71130 2.21890 2.91720 0.0153 -0.0171 0.0295
H -0.37640 3.26090 3.40920 0.0696 0.0359 -0.0287
H -0.93160 2.95310 5.75940 0.0448 0.1030 0.0712
H -1.33390 1.46140 7.62070 0.0002 0.0416 0.0800
H -1.36450 -0.28260 7.35070 0.0106 -0.0903 0.1324
H -2.83790 0.66170 7.14990 -0.0859 -0.0051 0.1310
H -1.99100 -1.07440 5.00260 -0.0238 -0.1065 0.0074
H 1.40040 4.33710 -1.50440 -0.0430 0.0395 -0.0764
O 1.38540 -2.92480 1.45710 -0.0480 0.5085 -0.0226
P 2.15530 -1.70960 0.72890 1.2055 -2.0495 0.9362
O 3.59380 -1.97800 0.63970 0.0951 0.1080 -0.0445
O 1.60540 -0.42310 1.28190 1.1895 -0.4311 0.6575
O 1.43090 -1.88740 -0.76790 0.0309 1.2713 0.3653
P 1.69780 -0.65960 -1.85910 1.2644 -1.1836 -2.9031
O 3.23830 -0.79390 -2.23410 -0.2143 0.5638 0.3362
O 0.77370 -0.91280 -2.97770 0.4393 0.0587 0.0258
O 1.53970 0.60180 -1.05730 1.8636 0.0398 -1.2834
H 2.00010 -3.64610 1.57360 0.3276 -0.3361 0.0496
H 3.45240 -1.67460 -2.53230 0.1701 -0.4462 -0.1781
C -2.52230 -5.49530 -0.79680 -0.1273 0.3765 -0.4811
Ge -2.87390 -4.34120 -2.37580 -0.1277 -0.3537 -0.3492
C -4.62310 -3.42740 -2.15070 0.5789 -0.1543 -0.0067
C -2.95170 -5.36090 -4.10810 0.0467 0.3187 0.6955
C -1.32500 -3.10180 -2.48620 -0.2070 0.2795 0.6328
Se -1.72530 -1.52320 -1.34220 -2.0453 -1.5879 -2.3397
C -2.60920 -0.57470 -2.82950 0.4353 0.1246 0.4006
H -3.43910 -5.75880 -0.28040 -0.1713 -0.0363 0.0306
H -1.90790 -4.91780 -0.11380 0.1176 0.0491 0.1725
H -1.99670 -6.40760 -1.06220 0.1002 -0.0805 -0.0901
H -5.34210 -4.10660 -1.70220 -0.0460 -0.1458 0.0632
H -5.02440 -3.08210 -3.09810 -0.0070 0.0568 -0.1682
H -4.48750 -2.57830 -1.48760 -0.0652 0.1076 0.1020
H -3.73990 -6.10810 -4.10510 -0.1271 -0.0904 0.0715
H -2.00880 -5.85760 -4.31190 0.1764 -0.0762 -0.0052
H -3.14970 -4.66210 -4.91590 -0.0221 0.1293 -0.1011
H -1.06290 -2.73910 -3.47700 -0.0149 0.1033 0.0417
H -0.44590 -3.57870 -2.05620 0.0377 -0.0482 0.0061
H -3.33080 -1.22930 -3.31540 0.0523 -0.1051 0.1847
H -1.84220 -0.25210 -3.52700 0.0761 -0.0495 0.0033
H -3.09980 0.29840 -2.40720 -0.0148 -0.0328 0.0081
```
Positions in Å, forces in eV/Å.